The following is a DFT calculation (ωB97M-V/def2-TZVPD) of C2H3N2O2 as an isolated structure in a non-equilibrium geometry.

The geometry in ORCA input format:
```
! RIJCOSX wB97M-V def2-TZVPD def2/J DEFGRID3
* xyz -1 1
C -0.9773 0.3847 0.0794
C -0.2443 -0.5029 0.7890
N -0.0237 1.1339 -0.6968
N 1.1731 -0.3436 0.6173
O 1.5422 -1.4416 -0.6537
O 1.1722 0.9049 -0.0631
H -2.0467 0.3944 0.1058
H -0.6477 -1.2279 1.5272
H 0.0522 0.6981 -1.7052
*
```

Properties
ΔE to the lowest compared entry with this formula, charge and spin: 6.120 eV
Orbital gap: 0.2645 Eh
E_HOMO: -2.86 eV
DFT total energy: -337.7845 Ha

These are the Mulliken partial charges, in e, on atoms 1 to 8:
1 C -0.40
2 C -0.07
3 N -0.29
4 N -0.16
5 O -0.77
6 O -0.22
7 H 0.34
8 H 0.32